(1)
The following is a DFT calculation (wB97M-V/def2-TZVPD) of a 2-piece molecular cluster, C6H14O overall at a distorted geometry.

Cartesian coordinates (Å):
C  -2.92  -2.43  -0.03
C  -2.48  -1.10  -0.20
C  -1.17  -0.81  -0.72
C  -0.39  0.36  -0.38
C  -0.22  0.72  1.20
C  1.14  1.27  1.58
H  -2.59  -2.58  1.01
H  -2.44  -3.27  -0.58
H  -4.06  -2.53  0.05
H  -2.76  -0.31  0.60
H  -0.63  -1.62  -1.37
H  0.64  0.26  -0.69
H  -0.76  1.24  -0.94
H  -0.97  1.53  1.34
H  -0.53  -0.11  1.84
H  1.85  0.43  1.76
H  1.25  1.80  2.67
H  1.49  1.89  0.82
O  5.48  2.03  -2.59
H  5.60  1.06  -2.52
H  4.50  2.18  -2.87

Output
HOMO energy = -8.5 eV
SMILES = C/C=C/CCC.O
ΔE to the lowest compared entry with this formula, charge and spin = 66.6 kcal per mole
E_LUMO = 0.6 eV



(2)
The following is a DFT calculation (wB97M-V/def2-TZVPD) of one molecule with the formula C4H7NO.

Cartesian coordinates (Å):
C  -1.99  -0.34  0.06
N  -1.45  0.98  0.30
C  -0.89  0.19  -0.80
C  0.36  -0.55  -0.72
C  2.21  -0.04  0.31
O  0.85  -0.43  0.53
H  -1.71  -1.14  0.74
H  -2.97  -0.40  -0.38
H  -0.81  0.96  1.08
H  -1.10  0.55  -1.80
H  2.37  -0.22  -0.75
H  2.90  -0.60  0.92
H  2.24  1.03  0.52

Output
HOMO energy = -8.5 eV
ΔE to the lowest compared entry with this formula, charge and spin = 122.8 kcal per mole
E_LUMO = 0.5 eV



(3)
The following is a DFT calculation (wB97M-V/def2-TZVPD) of a 8-piece molecular cluster, C21H28NO24 overall at a distorted geometry.

Cartesian coordinates (Å):
N  -0.13  0.58  0.92
O  0.22  1.58  1.43
O  -1.01  -0.14  1.54
O  0.64  0.01  0.09
C  1.41  2.50  -3.09
C  2.50  2.01  -2.21
O  3.20  3.17  -1.81
C  2.67  4.30  -2.45
O  3.15  5.32  -2.57
O  1.63  3.84  -3.32
H  0.61  2.34  -2.57
H  1.12  1.83  -3.92
H  3.10  1.44  -2.86
H  2.38  1.45  -1.25
C  2.80  0.48  3.64
C  1.65  1.32  4.32
O  2.17  2.63  4.16
C  3.47  2.54  4.04
O  4.17  3.61  3.95
O  3.90  1.32  3.76
H  2.65  0.41  2.58
H  2.93  -0.57  3.98
H  1.41  1.06  5.32
H  0.72  1.08  3.87
C  1.98  -2.87  2.41
C  0.53  -3.08  2.52
O  0.28  -3.96  1.45
C  1.40  -4.42  0.90
O  1.44  -5.35  0.07
O  2.42  -3.73  1.41
H  2.53  -3.02  3.23
H  2.62  -1.87  2.18
H  0.32  -2.06  2.43
H  0.29  -3.65  3.38
C  -3.97  2.39  2.89
C  -2.45  2.46  3.11
O  -2.35  3.83  3.68
C  -3.41  4.53  3.39
O  -3.55  5.63  3.66
O  -4.31  3.69  2.89
H  -4.41  1.86  3.64
H  -4.23  1.83  2.01
H  -2.15  2.63  2.07
H  -1.94  1.59  3.49
C  -1.95  -3.58  -0.77
C  -2.85  -2.65  0.10
O  -3.93  -2.50  -0.77
C  -3.91  -3.20  -1.92
O  -4.74  -3.16  -2.80
O  -2.63  -3.72  -2.01
H  -1.70  -4.45  -0.24
H  -1.00  -3.04  -0.87
H  -2.58  -1.60  0.24
H  -3.31  -3.11  0.99
C  2.29  -2.00  -1.91
C  3.70  -1.83  -2.54
O  3.48  -1.35  -3.83
C  2.22  -1.29  -4.04
O  1.84  -0.82  -5.18
O  1.47  -1.58  -2.98
H  2.35  -1.47  -0.73
H  1.93  -3.01  -1.46
H  4.14  -2.66  -2.92
H  4.46  -1.16  -2.22
C  -2.05  0.19  -2.82
C  -3.55  0.49  -2.72
O  -3.78  1.27  -3.83
C  -2.62  1.75  -4.38
O  -2.67  2.51  -5.32
O  -1.50  1.17  -3.75
H  -1.89  -0.86  -3.31
H  -1.57  0.42  -1.86
H  -3.80  1.00  -1.87
H  -4.23  -0.36  -2.67

Output
HOMO energy = -7.1 eV
Charge = -1
ΔE to the lowest compared entry with this formula, charge and spin = 0.0 kcal per mole
E_LUMO = 1.7 eV



What did the first record say?
The following is a DFT calculation (wB97M-V/def2-TZVPD) of a 2-piece molecular cluster, C6H14O overall at a distorted geometry.

Cartesian coordinates (Å):
C  -2.92  -2.43  -0.03
C  -2.48  -1.10  -0.20
C  -1.17  -0.81  -0.72
C  -0.39  0.36  -0.38
C  -0.22  0.72  1.20
C  1.14  1.27  1.58
H  -2.59  -2.58  1.01
H  -2.44  -3.27  -0.58
H  -4.06  -2.53  0.05
H  -2.76  -0.31  0.60
H  -0.63  -1.62  -1.37
H  0.64  0.26  -0.69
H  -0.76  1.24  -0.94
H  -0.97  1.53  1.34
H  -0.53  -0.11  1.84
H  1.85  0.43  1.76
H  1.25  1.80  2.67
H  1.49  1.89  0.82
O  5.48  2.03  -2.59
H  5.60  1.06  -2.52
H  4.50  2.18  -2.87

Output
HOMO energy = -8.5 eV
SMILES = C/C=C/CCC.O
ΔE to the lowest compared entry with this formula, charge and spin = 66.6 kcal per mole
E_LUMO = 0.6 eV